# 1
Computed, not measured: 14 unconnected molecules or ions with the total composition C20H6Cl53FNO3P, with wB97M-V/def2-TZVPD.

The geometry in XYZ format:
```
85
C20H6Cl53FNO3P, DFT wB97M-V/def2-TZVPD
N 6.3455 -1.7663 1.5307
C 5.8714 -2.0974 0.1009
C 4.2631 -2.4236 0.1255
C 3.4757 -2.2632 -1.1625
C 1.8346 -2.5626 -1.0483
O 1.1391 -3.2224 -1.9972
C 1.1369 -2.0126 0.3686
P -0.5879 -1.1642 0.3324
O -1.7807 -2.0880 1.2360
Cl -0.2871 0.6802 1.4281
C 1.9188 -2.2088 1.6501
F 1.4052 -1.7832 2.9988
C 3.4212 -2.9241 1.4810
O 3.8919 -3.8505 2.3368
H 6.9141 -0.8781 1.4645
H 6.9327 -2.5529 1.8936
H 5.9923 -1.0719 -0.4980
H 6.5370 -2.9276 -0.3917
H 3.9569 -1.9515 -2.1836
H -2.6550 -1.8645 0.7565
C 0.4450 -4.8880 4.8798
Cl 0.6245 -6.4624 5.6944
Cl 1.8657 -4.5881 3.8471
Cl -1.0267 -4.9032 3.8755
Cl 0.3165 -3.5980 6.1022
C 2.5450 1.9521 3.8598
Cl 3.0343 2.2812 5.5412
Cl 3.7725 2.6048 2.7454
Cl 2.3983 0.1929 3.6175
Cl 0.9749 2.7293 3.5352
C -3.7550 -3.2980 -2.0402
Cl -4.2987 -2.0629 -0.8767
Cl -4.5854 -4.8379 -1.7032
Cl -4.1412 -2.7649 -3.6959
Cl -1.9947 -3.5261 -1.8850
C -0.8854 4.4573 -0.6278
Cl -0.3072 3.7310 0.8930
Cl 0.4454 5.3550 -1.4010
Cl -1.4494 3.1706 -1.7236
Cl -2.2306 5.5727 -0.2794
C -2.3854 -8.8177 6.6472
Cl -0.6943 -9.1350 7.1098
Cl -2.4426 -7.4500 5.5068
Cl -3.0708 -10.2675 5.8707
Cl -3.3341 -8.4183 8.1017
C -2.9854 1.8490 4.6806
Cl -1.5424 0.8227 4.4831
Cl -2.6447 3.4804 4.0505
Cl -4.3482 1.1372 3.7800
Cl -3.4065 1.9556 6.4086
C 6.6146 3.5290 7.4705
Cl 6.6301 5.1336 8.2449
Cl 6.4897 3.7232 5.7039
Cl 8.1203 2.6632 7.8679
Cl 5.2182 2.5959 8.0657
C -5.6854 4.0472 -1.8840
Cl -5.1072 3.3209 -0.3632
Cl -4.3546 4.9448 -2.6572
Cl -6.2494 2.7605 -2.9799
Cl -7.0306 5.1626 -1.5357
C -5.1306 4.7021 -6.5291
Cl -5.1150 6.3067 -5.7548
Cl -5.2554 4.8963 -8.2958
Cl -3.6248 3.8363 -6.1317
Cl -6.5270 3.7690 -5.9340
C -0.6306 1.0559 -5.2599
Cl -0.6150 2.6606 -4.4856
Cl -0.7554 1.2501 -7.0266
Cl 0.8752 0.1901 -4.8625
Cl -2.0270 0.1228 -4.6648
C 1.7695 3.6059 -8.9884
Cl 3.2125 2.5796 -9.1859
Cl 2.1102 5.2373 -9.6185
Cl 0.4067 2.8941 -9.8890
Cl 1.3484 3.7125 -7.2604
C 5.6695 5.5459 0.1316
Cl 6.7613 5.4724 -1.2745
Cl 5.6501 3.9643 0.9519
Cl 6.2434 6.7956 1.2645
Cl 4.0229 5.9513 -0.4156
C -7.5306 -5.5541 -4.4247
Cl -7.3884 -3.9294 -3.7073
Cl -8.9100 -5.5869 -5.5519
Cl -6.0332 -5.9469 -5.3069
Cl -7.7906 -6.7532 -3.1327
```

Results
- Kohn-Sham gap: 7.08 eV
- Molecular weight: 2237.25 g mol⁻¹
- F_max: 8.96 eV/A
- Electronic energy: -25877.1176 Ha

Atomic partial charges in e from the Mulliken method, atoms 1 to 5: -0.527 -0.470 0.509 -0.609 0.231

# 2
Computed, not measured: a molecular structure, C4H8O, with wB97M-V/def2-TZVPD.

The geometry in XYZ format:
```
13
C4H8O, DFT wB97M-V/def2-TZVPD
C -1.0999 0.4720 0.8672
C 2.0464 0.1112 -0.0381
C -0.5385 0.0735 -0.3867
C -1.6699 -0.7802 -0.5480
O 0.8700 -0.6441 0.1268
H -1.2512 1.5214 1.0857
H -1.1577 -0.1807 1.7275
H -0.3260 0.8243 -1.1402
H 2.3063 0.2319 -1.0995
H 1.9430 1.1251 0.3823
H 2.9165 -0.3345 0.4559
H -1.8209 -1.6703 0.0475
H -2.2180 -0.7496 -1.4805
```

Results
- Kohn-Sham gap: 9.33 eV
- Molecular weight: 72.11 g mol⁻¹
- F_max: 5.18 eV/A
- ΔE to the lowest compared entry with this formula, charge and spin: 95.4 kcal/mol
- Electronic energy: -232.2936 Ha

Atomic partial charges in e from the natural (NBO) method, atoms 1 to 5: -0.302 -0.249 -0.035 -0.370 -0.616

# 3
Computed, not measured: 7 unconnected molecules or ions with the total composition C29H52ClO7S, with wB97M-V/def2-TZVPD.

The geometry in XYZ format:
```
90
C29H52ClO7S, DFT wB97M-V/def2-TZVPD
C 1.9152 -0.9809 3.2767
C 3.1738 0.0101 3.7444
C 3.4941 1.2020 2.6428
C 3.4157 2.7237 3.2560
O 2.2604 3.5202 2.7240
S 0.8974 2.6125 3.2015
Cl 0.5771 2.8189 5.2949
C -0.7008 3.2946 2.4200
C -1.8081 2.0516 2.5802
C -1.6280 0.8243 1.4618
C -2.6452 -0.4877 1.5574
C -3.7773 -0.5423 2.7465
C -3.9480 0.7134 3.8377
C -2.9485 2.0163 3.7587
H 2.2379 -2.0674 3.6438
H 1.7671 -1.0221 2.1165
H 0.9090 -0.7329 3.8686
H 2.8013 0.4989 4.7678
H 4.1355 -0.6394 3.9795
H 4.6325 1.0361 2.3241
H 2.8742 1.0999 1.6457
H 3.3076 2.7223 4.4424
H 4.4219 3.3292 3.0478
H -1.0331 4.2688 2.9787
H -0.5652 3.4838 1.2701
H -0.8102 0.8130 0.6232
H -2.4783 -1.3357 0.7625
H -4.4882 -1.4899 2.8438
H -4.7745 0.6496 4.6698
H -2.9851 2.9287 4.5148
C 2.8577 0.8656 -1.1870
C 1.6592 1.2371 -2.0187
O 0.5206 1.1872 -1.5560
C 1.9075 1.6717 -3.4383
H 2.5272 0.5723 -0.1849
H 3.3799 0.0214 -1.6442
H 3.5279 1.7242 -1.0969
H 2.3875 0.8635 -3.9957
H 2.5354 2.5662 -3.4485
H 0.9518 1.9088 -3.9177
C 0.5935 -2.4589 -1.9388
C 0.6570 -2.4130 -3.4421
O 1.7258 -2.2616 -4.0317
C -0.6376 -2.5593 -4.1961
H 1.6023 -2.3405 -1.5291
H -0.0325 -1.6432 -1.5683
H 0.1948 -3.4229 -1.6131
H -1.3184 -1.7481 -3.9261
H -1.0912 -3.5277 -3.9709
H -0.4389 -2.5068 -5.2718
C 3.3221 -0.2036 -7.1910
C 3.7459 1.2395 -7.2526
O 3.1835 2.0996 -6.5765
C 4.8841 1.5898 -8.1732
H 2.4906 -0.3080 -6.4859
H 2.9881 -0.5351 -8.1774
H 4.1546 -0.8207 -6.8437
H 4.6196 1.3382 -9.2033
H 5.7861 1.0526 -7.8698
H 5.0803 2.6657 -8.1145
C -7.0282 -0.5684 8.3329
C -5.8935 0.3424 7.9469
O -5.9317 1.0070 6.9126
C -4.7103 0.4085 8.8750
H -7.8125 -0.5143 7.5704
H -6.6719 -1.5997 8.3958
H -7.4492 -0.2520 9.2906
H -4.2508 -0.5792 8.9620
H -5.0279 0.7683 9.8568
H -3.9692 1.1054 8.4691
C -5.9911 1.0702 -1.2418
C -6.7430 0.6528 -0.0063
O -7.2067 -0.4808 0.1065
C -6.9059 1.6761 1.0857
H -5.9519 0.2305 -1.9438
H -6.5041 1.9060 -1.7243
H -4.9691 1.3526 -0.9770
H -7.4596 2.5388 0.7068
H -5.9247 1.9855 1.4541
H -7.4688 1.2350 1.9152
C 4.1822 -3.9773 -5.2156
C 5.5895 -3.7960 -4.7129
O 6.3977 -3.0926 -5.3171
C 5.9698 -4.5085 -3.4426
H 4.0505 -3.4052 -6.1401
H 3.9968 -5.0332 -5.4282
H 3.4716 -3.6083 -4.4718
H 5.8639 -5.5880 -3.5762
H 5.3388 -4.1632 -2.6198
H 7.0144 -4.2859 -3.2006
```

Results
- Kohn-Sham gap: 5.75 eV
- Net charge: +1
- Molecular weight: 580.25 g mol⁻¹
- F_max: 4.81 eV/A
- Electronic energy: -2520.5565 Ha

Atomic partial charges in e from the Mulliken method, atoms 1 to 5: -0.635 -0.365 0.150 -0.561 -0.263

# 4
Computed, not measured: a molecular structure, C20H31O3Tm, with wB97M-V/def2-TZVPD.

The geometry in XYZ format:
```
55
C20H31O3Tm, DFT wB97M-V/def2-TZVPD
O 3.0107 1.0510 -3.1280
C 4.4404 0.7613 -2.9523
C 4.8719 1.6166 -4.1454
H 4.6550 -0.3061 -3.0953
H 4.8186 1.1326 -1.9919
C 3.3454 1.8426 -4.3063
H 5.3345 1.0640 -4.9619
H 5.4259 2.5161 -3.8757
C 2.8171 1.2417 -5.5908
H 3.1714 0.2104 -5.7373
H 3.1790 1.8425 -6.4393
H 1.7199 1.2677 -5.6041
C 2.9465 3.2929 -4.1635
H 3.3476 3.7292 -3.2365
H 1.8525 3.3824 -4.1843
H 3.3538 3.8600 -5.0157
Tm -2.0434 -0.9274 2.1224
C -2.8493 0.8422 3.7648
C -1.8605 0.1427 4.5188
C -0.5815 0.4094 3.9292
H -2.0637 -0.4094 5.4365
C -0.7896 1.2813 2.8128
C -2.1876 1.5420 2.7037
H -2.6534 2.2244 1.9938
H -3.9085 0.9004 4.0111
H 0.3914 0.0822 4.3083
H -0.0094 1.7660 2.2214
C -4.5227 -1.5123 1.6351
C -4.3177 -0.1518 1.2560
C -3.3970 -0.1280 0.1631
H -4.8327 0.7027 1.6931
C -3.0375 -1.4834 -0.1387
C -3.7283 -2.3355 0.7793
H -3.6899 -3.4253 0.7804
H -5.2262 -1.8583 2.3930
H -3.0689 0.7604 -0.3881
H -2.4065 -1.8221 -0.9579
O -0.2451 -0.8989 0.7833
C 0.0287 0.0330 -0.3080
C 1.5365 0.0467 -0.4677
H -0.3928 1.0063 -0.0396
H -0.4758 -0.3403 -1.2069
C 2.0091 -1.3084 0.0874
H 1.9611 0.8601 0.1367
H 1.8267 0.2156 -1.5085
C 0.9285 -1.7303 1.0763
H 2.9933 -1.2479 0.5627
H 2.0551 -2.0355 -0.7297
H 1.2197 -1.5384 2.1156
H 0.6211 -2.7775 0.9710
C -3.1419 -3.1034 4.4200
O -2.3964 -2.4213 3.4435
H -2.5463 -3.2126 5.3380
H -3.4228 -4.1003 4.0537
H -4.0657 -2.5523 4.6623
```

Results
- Kohn-Sham gap (alpha / beta): 7.60 / 7.60 eV
- Molecular weight: 488.40 g mol⁻¹
- F_max: 1.47 eV/A
- ΔE to the lowest compared entry with this formula, charge and spin: 0.0 kcal/mol
- Electronic energy: -2091.5816 Ha
- Spin multiplicity: 3
- <S²>: 2.002

Atomic partial charges in e from the natural (NBO) method, atoms 1 to 5: -0.560 -0.063 -0.460 0.178 0.180

# 5
Computed, not measured: 11 unconnected molecules or ions with the total composition C27H52Br14O12, with wB97M-V/def2-TZVPD.

The geometry in XYZ format:
```
105
C27H52Br14O12, DFT wB97M-V/def2-TZVPD
C -1.6256 14.6363 25.9692
C -1.8775 15.4805 27.2421
C -3.3047 15.3352 27.7802
O -3.1981 14.5280 28.8868
C -1.9197 14.3129 29.2136
O -1.5064 13.6415 30.1313
O -1.1662 14.9359 28.3174
H -0.5947 14.7467 25.6327
H -2.2419 15.0652 25.1791
H -1.7918 13.5595 26.0000
H -1.6433 16.5414 27.1541
H -3.9431 14.8769 27.0249
H -3.8638 16.2144 28.1004
C 0.4395 15.4309 20.3149
O 1.8282 15.3191 19.9494
C 2.3738 14.1330 19.6973
O 1.9102 13.0911 20.0482
O 3.5567 14.3988 19.0309
C 4.4956 13.3834 19.0368
H 0.1098 16.3185 20.8548
H 0.2280 14.6275 21.0206
H -0.2280 15.2172 19.4800
H 5.0273 13.4647 18.0887
H 4.1195 12.3706 19.1812
H 5.2148 13.5451 19.8397
C 2.3641 17.0929 31.6499
O 3.0155 17.9556 32.5621
C 4.2424 18.2622 32.1875
O 4.8653 17.8240 31.2323
O 4.7086 19.3289 32.8604
C 5.9741 19.9281 32.4716
H 1.4668 16.6398 32.0714
H 3.0049 16.2825 31.3024
H 2.0200 17.5976 30.7472
H 6.6495 19.1479 32.1205
H 6.2820 20.4066 33.4013
H 5.8742 20.6800 31.6888
C -7.8792 15.0411 31.7928
O -8.4004 15.0882 33.1872
C -8.3800 13.9714 33.8609
O -7.9004 12.9200 33.4855
O -9.1909 14.1667 34.9736
C -9.4733 13.0355 35.8274
H -6.9980 14.4055 31.7063
H -7.7703 16.0830 31.4917
H -8.6985 14.5536 31.2643
H -9.5963 13.3721 36.8568
H -8.6548 12.3160 35.8030
H -10.3290 12.4211 35.5478
Br 2.6100 19.4788 27.5502
C 3.6704 18.3815 26.2851
C 2.9777 17.0353 26.0240
Br 3.9606 15.8565 24.7199
H 4.6491 18.1933 26.7264
H 3.6977 18.9316 25.3445
H 1.9813 17.2792 25.6554
H 2.8756 16.3865 26.8939
Br -10.0762 16.7876 22.2498
C -8.1498 16.2622 22.2631
C -7.3700 16.7941 23.4734
Br -7.9168 15.6701 25.0172
H -7.7986 16.5172 21.2632
H -8.0139 15.1810 22.2363
H -7.6375 17.8316 23.6736
H -6.2871 16.8394 23.3577
Br -4.2270 14.5472 35.6418
C -3.4798 12.7183 35.3177
C -4.1297 11.7040 36.3334
Br -3.0495 10.0846 36.0324
H -2.3939 12.8058 35.3538
H -3.6829 12.4724 34.2754
H -5.1610 11.5546 36.0136
H -4.1254 12.0062 37.3807
Br 4.9452 12.8582 29.2034
C 3.3609 11.8279 29.2558
C 3.1448 11.0767 27.9676
Br 1.7764 9.6613 28.0763
H 2.5099 12.4031 29.6207
H 3.5564 11.0915 30.0353
H 4.0483 10.6752 27.5088
H 2.7958 11.7043 27.1476
Br -9.1154 24.8976 28.4709
C -8.3584 23.0692 28.7975
C -7.2901 22.6121 27.7731
Br -6.7126 20.7363 28.1287
H -9.2262 22.4135 28.7267
H -7.9860 23.0752 29.8219
H -6.3954 23.1958 27.9900
H -7.4986 22.6828 26.7056
Br -2.9025 9.9595 23.0479
C -1.8378 11.0985 21.7988
C -2.7597 11.7395 20.7405
Br -3.8896 13.1181 21.5251
H -1.1080 10.4909 21.2638
H -1.1990 11.8280 22.2966
H -3.3405 11.0139 20.1711
H -2.1545 12.3897 20.1088
Br -1.5496 23.2312 23.2923
C -2.8875 22.6481 24.6481
C -2.4000 21.4519 25.5066
Br -2.5248 19.8182 24.3380
H -3.7673 22.4422 24.0385
H -3.0073 23.5372 25.2671
H -2.9871 21.1842 26.3851
H -1.3653 21.6442 25.7904
```

Results
- Kohn-Sham gap: 9.84 eV
- Molecular weight: 1687.36 g mol⁻¹
- SMILES string: C[C@H]1COC(=O)O1.COC(=O)OC.COC(=O)OC.COC(=O)OC.BrCCBr.BrCCBr.BrCCBr.BrCCBr.BrCCBr.BrCCBr.BrCCBr
- F_max: 3.48 eV/A
- Electronic energy: -37998.9981 Ha

Atomic partial charges in e from the Mulliken method, atoms 1 to 5: -1.424 0.474 -0.402 -0.358 0.662

# 6
Computed, not measured: C5H10FN in the gas phase, with wB97M-V/def2-TZVPD.

The geometry in XYZ format:
```
17
C5H10FN, DFT wB97M-V/def2-TZVPD
C 1.5488 -0.8491 -1.9953
C 0.4058 0.1218 -1.6724
C -0.0968 0.1565 -0.4034
C 0.2583 -0.5863 0.7765
N -0.7767 -1.7374 1.3935
C -0.8611 1.3088 0.1544
F -0.4463 1.6626 1.4204
H 1.6113 -1.7560 -1.3557
H 1.3324 -1.2881 -2.9276
H 2.6454 -0.7103 -2.1831
H 0.1038 1.0049 -2.3668
H 1.3017 -1.3693 0.7968
H 0.6769 0.3031 1.5595
H -1.3488 -1.5290 2.3579
H -1.5883 -1.9616 0.7309
H -2.0330 1.3350 0.0624
H -0.7775 2.2588 -0.3712
```

Results
- Kohn-Sham gap: 9.84 eV
- Molecular weight: 103.14 g mol⁻¹
- SMILES string: C/C=C(\CN)CF
- F_max: 7.81 eV/A
- ΔE to the lowest compared entry with this formula, charge and spin: 104.2 kcal/mol
- Electronic energy: -350.9597 Ha

Atomic partial charges in e from the natural (NBO) method, atoms 1 to 5: -0.686 -0.129 -0.136 -0.279 -0.884

# 7
Computed, not measured: 6 unconnected molecules or ions with the total composition C4H21NO7, with wB97M-V/def2-TZVPD.

The geometry in XYZ format:
```
33
C4H21NO7, DFT wB97M-V/def2-TZVPD
C -2.0755 -0.6469 0.7777
C -0.6563 -0.1304 0.5969
C -0.2053 0.4170 1.9475
O 1.1560 0.8123 1.9705
N -0.7525 0.9267 -0.4160
C 0.4757 1.2323 -1.1216
O 1.0846 0.0821 -1.6855
H -2.5158 -1.1242 -0.1016
H -2.0872 -1.4119 1.5563
H -2.7191 0.1887 1.0613
H 0.0965 -0.8837 0.3717
H -0.3901 -0.4257 2.6310
H -0.8005 1.2248 2.3750
H 1.6701 0.1864 1.4443
H -1.5056 0.8522 -1.0896
H 0.1884 1.9770 -1.8632
H 1.2442 1.6350 -0.4637
H 0.5401 -0.3431 -2.3588
O 0.0765 -2.8944 1.6810
H -0.2751 -3.7728 1.8665
H 0.4708 -2.9988 0.8067
O -1.6189 3.6410 -0.1312
H -1.4335 2.6970 0.0768
H -0.7303 4.0102 -0.0140
O -2.2254 2.0400 -2.6234
H -3.1613 2.1483 -2.8407
H -2.0417 2.7532 -1.9854
O 3.0010 -2.5412 1.2891
H 2.9757 -1.7678 1.8580
H 3.9181 -2.7198 1.0631
O 2.5841 -2.0062 -2.4882
H 3.1665 -2.1279 -1.7273
H 2.5457 -1.0294 -2.4632
```

Results
- Kohn-Sham gap: 9.56 eV
- Molecular weight: 195.21 g mol⁻¹
- SMILES string: C[C@H](CO)NCO.O.O.O.O.O
- F_max: 1.74 eV/A
- ΔE to the lowest compared entry with this formula, charge and spin: 25.0 kcal/mol
- Electronic energy: -746.4149 Ha

Atomic partial charges in e from the natural (NBO) method, atoms 1 to 5: -0.617 -0.084 -0.067 -0.723 -0.703

# 8
Computed, not measured: C3H6OS3 in the gas phase, with wB97M-V/def2-TZVPD.

The geometry in XYZ format:
```
13
C3H6OS3, DFT wB97M-V/def2-TZVPD
C 0.0215 -0.2486 0.7064
C -1.0999 -0.6767 -0.0807
C 0.7190 1.0323 0.4070
O -1.8578 -1.3138 2.3067
S -1.7136 -2.2869 -0.2460
S -1.6028 0.5211 -1.4367
S -1.5642 -0.0650 1.6615
H 0.5789 -1.0601 0.9478
H 0.0710 1.8475 0.5457
H 0.9665 1.1955 -0.7408
H 1.6733 1.2018 0.9499
H -1.6962 -2.4788 1.0890
H -0.3809 0.2429 -2.0419
```

Results
- Kohn-Sham gap: 9.34 eV
- Molecular weight: 154.28 g mol⁻¹
- F_max: 3.88 eV/A
- ΔE to the lowest compared entry with this formula, charge and spin: 28.0 kcal/mol
- Electronic energy: -1387.6156 Ha

Atomic partial charges in e from the natural (NBO) method, atoms 1 to 5: -0.433 -0.437 -0.623 -0.966 0.046

# 9
Computed, not measured: a gas-phase ion, C10H16N3S (charge +1), with wB97M-V/def2-TZVPD.

The geometry in XYZ format:
```
30
C10H16N3S, DFT wB97M-V/def2-TZVPD
C 2.1048 1.9910 -0.8711
C 0.7402 2.5364 -0.3933
S 0.0079 1.3310 0.9660
C -0.5456 -0.0796 0.0232
C -0.3927 -0.0685 -1.4605
C 0.1915 -1.6684 0.5730
C 1.3285 -1.5931 1.5056
N -0.9329 -2.3438 1.0384
C -2.0559 -1.7061 0.9101
C -3.3554 -2.1191 1.3048
N -4.3761 -1.3718 1.1141
C -4.2834 -0.1698 0.4587
C -3.0058 0.3461 0.1959
N -1.9308 -0.4952 0.3532
H 2.6554 1.9068 0.0264
H 2.0094 0.9450 -1.1497
H 2.6012 2.5590 -1.6334
H -0.0461 2.7719 -1.2098
H 0.8090 3.3996 0.2702
H -1.0768 -0.6789 -1.8626
H 0.5114 -0.5037 -1.8724
H -0.7306 0.8763 -1.7977
H 0.5190 -2.1808 -0.3189
H 2.1804 -1.9441 0.9850
H 1.0142 -2.1513 2.3799
H 1.4269 -0.5410 1.7773
H -0.8611 -3.3599 1.3170
H -3.6220 -2.9258 1.8834
H -5.2374 0.3889 0.4001
H -2.7061 1.2597 -0.1714
```

Results
- Kohn-Sham gap: 8.92 eV
- Net charge: +1
- Molecular weight: 210.33 g mol⁻¹
- SMILES string: CCS[C@@]1(C)[C@@H](C)[NH+]=C2C=NC=CN21
- F_max: 4.36 eV/A
- ΔE to the lowest compared entry with this formula, charge and spin: 10.2 kcal/mol
- Electronic energy: -952.7906 Ha

Atomic partial charges in e from the natural (NBO) method, atoms 1 to 5: -0.631 -0.432 0.215 0.017 -0.660